{
  "formula": "C5H11O2",
  "method": "ωB97M-V/def2-TZVPD",
  "gap_ha": 0.2839,
  "e_above_lowest_ev": 0.333,
  "mol_weight_g_mol": 103.14,
  "e_homo_ha": -0.1438,
  "e_lumo_ev": 3.815,
  "total_charge": -1,
  "symbols": ["C", "C", "C", "H", "H", "H", "H", "H", "H", "H", "H", "C", "C", "O", "O", "H", "H", "H"],
  "xyz": [[-1.005311, -0.328401, 0.413919], [-2.431225, -0.424480, -0.141978], [-0.875211, 0.623798, 1.616216], [-0.676894, -1.324308, 0.717860], [-0.373516, 0.090832, -0.363911], [-2.639179, 0.306975, -0.915980], [-3.185378, -0.215574, 0.639149], [-0.879097, 0.067661, 2.555746], [0.110845, 1.085946, 1.566607], [-2.763514, -1.437310, -0.400830], [-1.632588, 1.401483, 1.588318], [2.366985, -0.199820, -1.672395], [2.304864, 0.372453, -0.237686], [2.539049, -0.447546, 0.682701], [1.976433, 1.575349, -0.123779], [1.453431, -0.779001, -1.838410], [3.147960, -0.971440, -1.706538], [2.562351, 0.603375, -2.379010]],
  "forces_ev_per_a": [[-0.55, 0.30, 0.16], [-1.03, -0.26, 1.20], [0.70, -0.41, -0.24], [0.32, 0.16, -0.28], [0.30, -0.43, -0.09], [0.06, -0.15, -0.37], [0.35, 0.29, 0.08], [-0.44, 0.12, 0.08], [0.02, 0.15, -0.02], [0.50, 0.13, -0.70], [-0.17, 0.10, 0.17], [0.49, -0.56, 0.54], [-0.12, -0.25, 0.38], [-0.01, 0.05, -0.10], [-0.02, 0.12, -0.14], [-0.18, 0.46, -0.30], [0.09, 0.32, -0.08], [-0.31, -0.17, -0.28]]
}

=====

{
  "formula": "C5H7ClN2O4",
  "method": "ωB97M-V/def2-TZVPD",
  "gap_ha": [0.2414, 0.2708],
  "mol_weight_g_mol": 194.57,
  "spin_multiplicity": 3,
  "e_homo_ha": [-0.2334, -0.3803],
  "e_lumo_ev": [0.216, -2.980],
  "total_charge": 0,
  "symbols": ["C", "C", "C", "C", "C", "N", "N", "O", "O", "O", "O", "Cl", "H", "H", "H", "H", "H", "H", "H"],
  "xyz": [[1.605939, 0.161991, -1.810429], [-0.003529, -0.932924, 0.161466], [-1.254048, 1.812163, 2.086696], [-0.057117, 1.081312, 1.435610], [-0.459440, -1.360903, -1.175622], [1.244148, 1.311853, -1.951942], [-0.006830, -2.613479, -1.607046], [0.980758, -1.356161, 0.744888], [-0.722492, -3.221858, -2.372175], [1.144564, -2.952646, -1.307147], [-0.625341, 0.153771, 0.504516], [2.632612, -1.081050, -1.825142], [-1.870758, 2.544547, 1.588579], [-1.987946, 1.163135, 2.383843], [-0.830128, 2.329857, 2.889180], [0.432145, 0.524519, 2.218680], [0.704469, 1.665461, 1.071603], [-1.477285, -1.180091, -1.440618], [0.550278, 1.950501, -1.594939]],
  "forces_ev_per_a": [[-2.69, 0.65, 2.14], [3.32, -0.12, -0.05], [1.72, 0.91, -1.56], [-3.06, -1.48, 2.05], [-1.32, -1.24, 2.16], [2.40, 0.95, -1.63], [2.32, -0.48, -0.61], [-1.31, -0.01, -0.16], [-0.86, -0.58, -0.44], [-2.09, -1.03, 0.10], [-1.36, 1.68, -0.49], [2.71, 0.99, -1.42], [0.55, 0.42, -1.21], [-1.34, -2.17, 1.23], [0.37, 0.73, 1.68], [0.00, -0.43, 0.37], [1.45, 1.57, -1.75], [-0.30, 0.48, -0.60], [-0.50, -0.83, 0.17]]
}

=====

What is the formula in the first record?
C5H11O2

=====

Please write out number 1 again, unchanged.
{
  "formula": "C5H11O2",
  "method": "ωB97M-V/def2-TZVPD",
  "gap_ha": 0.2839,
  "e_above_lowest_ev": 0.333,
  "mol_weight_g_mol": 103.14,
  "e_homo_ha": -0.1438,
  "e_lumo_ev": 3.815,
  "total_charge": -1,
  "symbols": ["C", "C", "C", "H", "H", "H", "H", "H", "H", "H", "H", "C", "C", "O", "O", "H", "H", "H"],
  "xyz": [[-1.005311, -0.328401, 0.413919], [-2.431225, -0.424480, -0.141978], [-0.875211, 0.623798, 1.616216], [-0.676894, -1.324308, 0.717860], [-0.373516, 0.090832, -0.363911], [-2.639179, 0.306975, -0.915980], [-3.185378, -0.215574, 0.639149], [-0.879097, 0.067661, 2.555746], [0.110845, 1.085946, 1.566607], [-2.763514, -1.437310, -0.400830], [-1.632588, 1.401483, 1.588318], [2.366985, -0.199820, -1.672395], [2.304864, 0.372453, -0.237686], [2.539049, -0.447546, 0.682701], [1.976433, 1.575349, -0.123779], [1.453431, -0.779001, -1.838410], [3.147960, -0.971440, -1.706538], [2.562351, 0.603375, -2.379010]],
  "forces_ev_per_a": [[-0.55, 0.30, 0.16], [-1.03, -0.26, 1.20], [0.70, -0.41, -0.24], [0.32, 0.16, -0.28], [0.30, -0.43, -0.09], [0.06, -0.15, -0.37], [0.35, 0.29, 0.08], [-0.44, 0.12, 0.08], [0.02, 0.15, -0.02], [0.50, 0.13, -0.70], [-0.17, 0.10, 0.17], [0.49, -0.56, 0.54], [-0.12, -0.25, 0.38], [-0.01, 0.05, -0.10], [-0.02, 0.12, -0.14], [-0.18, 0.46, -0.30], [0.09, 0.32, -0.08], [-0.31, -0.17, -0.28]]
}

=====

What is the formula in the second record?
C5H7ClN2O4